# 1
26
Properties=species:S:1:pos:R:3:forces:R:3:mulliken_charge:R:1 method="wB97M-V/def2-TZVPD" e_homo_ev=-13.1 smiles="C[N@H+]1C[C@@]2(C)N3C(=O)NCC[C@]312" lumo_energy_ev=-3.128 relative_energy_kcal_mol=53.7 charge=+1
C -2.226 -0.252 0.948 -1.308 1.277 -2.459 -0.82
N -0.753 -0.374 1.188 -2.042 -2.208 1.984 0.14
C -0.170 -1.807 1.100 -1.900 -0.670 -4.205 -0.63
C 0.675 -1.358 -0.106 -0.337 2.878 0.000 0.80
C 2.122 -1.702 -0.346 -0.809 -1.721 -0.162 -1.41
N -0.267 -0.656 -1.060 0.344 -0.373 3.510 -0.26
C 0.117 -0.199 -2.312 0.324 0.559 -1.079 0.29
O 0.239 -0.989 -3.219 0.260 0.521 0.145 -0.59
N 0.260 1.178 -2.424 -0.273 -1.880 2.145 -0.11
C 0.107 2.142 -1.334 0.175 -0.555 0.390 -0.61
C 0.651 1.536 0.053 -3.845 -0.099 -1.224 -0.79
C 0.088 0.147 0.138 2.526 -2.640 -2.265 0.11
H -2.839 -1.040 1.401 0.448 0.608 0.576 0.38
H -2.490 0.824 1.140 -0.095 -1.265 0.476 0.34
H -2.484 -0.353 -0.191 1.137 -0.069 2.041 0.31
H -0.513 -0.117 2.159 -0.159 0.696 -0.701 0.43
H -0.907 -2.624 0.793 0.561 1.353 0.731 0.30
H 0.381 -2.111 1.928 0.902 -0.030 1.605 0.48
H 2.637 -0.801 -0.350 1.298 1.691 0.020 0.37
H 2.371 -2.198 -1.297 -0.559 0.027 0.297 0.33
H 2.515 -2.326 0.479 -0.294 0.327 -0.393 0.38
H 0.449 1.427 -3.344 0.378 0.956 -1.629 0.20
H -0.942 2.492 -1.293 0.377 -0.379 0.495 0.27
H 0.683 3.015 -1.570 0.397 0.407 -0.164 0.44
H 1.698 1.471 0.091 1.418 0.473 0.231 0.30
H 0.124 2.077 0.871 1.076 0.116 -0.364 0.38


# 2
28
Properties=species:S:1:pos:R:3:forces:R:3:mulliken_charge:R:1 method="wB97M-V/def2-TZVPD" e_homo_ev="-11.1 / -10.6" lumo_energy_ev="-3.988 / -3.677" relative_energy_kcal_mol=118.1 charge=+1
C 2.353 -1.230 0.343 -0.518 1.211 -0.024 0.41
C -2.162 0.005 0.431 -1.286 0.957 -0.400 0.60
C 0.348 2.104 0.118 -1.945 -2.008 1.766 -0.73
C 1.007 1.401 -1.044 0.087 -1.882 0.721 -0.32
C -0.180 1.133 1.253 0.594 1.295 0.413 -0.95
C 2.407 0.950 -0.697 -0.148 2.463 -1.053 -0.37
C -0.198 -1.136 0.301 1.088 -1.716 -0.369 -0.01
C -3.876 -0.797 -0.835 0.179 -1.931 3.411 -0.72
N 1.035 -1.580 0.179 2.364 2.895 0.790 -0.10
N -0.789 -0.025 0.625 0.350 1.123 1.148 0.02
N 3.222 -2.208 0.690 1.679 -1.994 2.970 -0.59
O -2.858 0.855 0.926 0.239 -0.626 -0.254 -0.53
O 2.824 -0.062 0.027 0.588 -0.084 0.432 -0.33
O -2.525 -0.925 -0.439 1.764 0.164 0.352 -0.38
H 0.901 2.837 0.612 1.421 1.199 0.521 0.49
H -0.567 2.591 -0.148 -0.495 0.440 -0.914 0.43
H 0.355 0.457 -1.314 1.117 2.465 -0.486 0.27
H 1.161 2.227 -1.751 -0.356 -0.962 -0.706 0.29
H 0.525 0.861 2.050 0.357 -0.396 -0.717 0.47
H -0.942 1.670 1.858 0.146 -0.484 -0.783 0.42
H 3.162 1.751 -0.791 -0.179 -0.927 0.228 0.36
H -0.750 -1.934 -0.063 -1.945 -0.827 -0.101 0.54
H -4.360 -1.206 0.078 -0.919 0.523 -1.054 0.31
H -3.948 -1.436 -1.641 -0.685 -0.914 -1.856 0.27
H -3.977 0.215 -0.943 -1.435 2.330 -0.840 0.34
H 1.069 -2.528 0.233 -0.358 -3.671 -0.415 0.25
H 3.207 -2.575 1.746 -0.034 1.199 -3.026 0.27
H 4.223 -2.140 0.377 -1.668 0.159 0.246 0.29


# 3
28
Properties=species:S:1:pos:R:3:forces:R:3:mulliken_charge:R:1 method="wB97M-V/def2-TZVPD" e_homo_ev=-13.8 smiles="COC(=O)[C@@]12[NH2+]C[C@@H](CNC1=O)N2C" lumo_energy_ev=-2.994 relative_energy_kcal_mol=50.1 charge=+1
C -3.825 -0.177 0.814 -1.234 2.768 2.366 -0.81
O -2.511 0.170 0.713 5.408 1.064 -2.171 -0.24
C -1.769 -0.072 -0.398 -1.912 -1.406 -1.286 0.03
O -2.159 -0.635 -1.431 0.885 1.395 2.426 -0.59
C -0.268 0.257 -0.257 0.501 -0.635 0.498 0.84
N 0.535 -0.004 -1.737 -1.320 -1.221 0.347 -0.19
C 1.905 -0.266 -1.313 -0.965 -3.699 3.701 -0.79
C 1.866 -0.281 0.374 -0.576 0.212 -1.187 -0.03
C 2.222 1.103 0.912 -0.677 -0.148 -0.592 -1.02
N 1.362 2.084 0.211 0.139 0.531 1.108 -0.11
C 0.087 1.772 -0.203 -0.312 2.263 0.449 0.02
O -0.673 2.632 -0.642 0.630 -1.824 0.485 -0.59
N 0.437 -0.599 0.627 1.536 4.270 -0.331 0.01
C 0.172 -1.956 0.802 -0.647 -0.820 -2.991 -0.96
H -4.441 0.356 0.133 -0.632 0.256 -0.634 0.33
H -4.007 0.118 1.869 -0.632 -0.017 -0.772 0.28
H -3.896 -1.170 0.801 -0.768 -4.071 -0.620 0.42
H 0.625 0.894 -2.148 -1.101 0.902 -1.431 0.37
H -0.043 -0.763 -2.297 1.546 2.064 1.107 0.40
H 2.688 0.363 -1.592 0.760 1.016 -1.193 0.43
H 2.028 -1.328 -1.462 0.918 -0.081 -0.744 0.40
H 2.499 -1.059 0.853 -0.321 0.488 -0.678 0.59
H 2.074 1.013 1.990 -0.079 0.650 0.069 0.32
H 3.238 1.437 0.694 0.114 -0.560 0.117 0.47
H 1.612 3.105 0.380 -0.931 -1.865 -0.575 0.34
H -0.850 -2.151 0.799 -1.996 -0.154 0.850 0.29
H 0.424 -2.499 -0.108 0.731 -0.547 -0.188 0.36
H 0.666 -2.347 1.615 0.936 -0.832 1.872 0.44


# 4
31
Properties=species:S:1:pos:R:3:forces:R:3:mulliken_charge:R:1 method="wB97M-V/def2-TZVPD" e_homo_ev=-13.1 lumo_energy_ev=-5.453 relative_energy_kcal_mol=24.3 charge=+1
C -3.402 0.269 3.030 -0.727 -1.030 -0.679 -1.30
C -2.656 -0.510 1.910 0.554 0.170 -1.399 0.91
C -2.647 -0.043 0.512 1.707 -3.062 1.856 -0.27
C -1.900 -0.910 -0.440 -1.495 1.891 0.865 -0.29
N -1.279 -2.038 -0.111 -0.456 1.362 -0.805 -0.82
N -1.309 -2.373 1.146 -0.246 -0.605 2.400 0.51
C -1.917 -1.758 2.183 -1.047 2.539 -1.024 0.14
O -1.806 -2.290 3.463 1.319 1.297 -2.130 -0.23
N -2.869 -3.148 3.811 -1.961 -1.200 -0.169 0.35
O -3.639 -3.307 2.950 0.539 0.014 0.792 -0.24
H -3.367 -0.282 4.003 0.278 0.753 -0.794 0.32
H -3.094 1.337 3.105 0.048 -0.928 0.012 0.37
H -4.488 0.263 2.727 1.001 0.116 0.283 0.36
H -3.144 0.899 0.205 0.419 -0.833 0.194 0.45
H -1.891 -0.562 -1.501 0.293 -0.782 0.954 0.42
H -0.796 -3.232 1.392 -0.172 0.353 -0.394 0.33
O 3.307 3.110 -1.360 -0.394 -0.169 0.174 -0.62
S 2.620 2.261 -2.284 0.394 -0.184 -0.653 1.18
O 1.186 2.181 -2.305 0.137 0.094 0.331 -0.61
O 3.217 0.773 -2.167 -0.051 0.332 -0.274 -0.25
C 3.204 0.144 -0.882 -0.087 -0.292 0.664 -0.58
C 1.807 -0.298 -0.489 -0.392 0.116 0.021 -0.85
C 3.182 2.607 -3.921 0.069 -0.126 -0.043 -0.93
H 3.636 0.806 -0.128 -0.033 0.110 -0.141 0.36
H 3.852 -0.730 -0.954 0.056 0.170 -0.281 0.31
H 1.150 0.562 -0.347 0.057 0.000 0.014 0.33
H 1.827 -0.863 0.445 0.160 -0.033 -0.042 0.37
H 1.364 -0.917 -1.272 0.105 -0.044 0.030 0.29
H 4.269 2.636 -3.923 -0.051 -0.019 0.042 0.33
H 2.777 3.577 -4.207 -0.027 -0.027 0.134 0.37
H 2.808 1.836 -4.592 0.002 0.017 0.062 0.32


# 5
28
Properties=species:S:1:pos:R:3:forces:R:3:mulliken_charge:R:1 method="wB97M-V/def2-TZVPD" e_homo_ev=-16.3 lumo_energy_ev=-6.786 relative_energy_kcal_mol=6.7 charge=+2
C -0.189 1.701 1.203 -0.140 -2.039 -1.723 -0.50
C 0.035 0.425 0.654 1.440 -1.693 1.816 0.32
C -0.886 1.701 -0.896 0.031 -0.279 -1.101 0.67
C -1.405 2.006 -2.162 0.142 -0.277 0.254 -0.75
C -1.277 1.034 -3.094 0.957 0.377 3.085 -0.68
C -0.646 -0.191 -2.735 -0.430 -0.550 -1.065 0.50
C -0.535 -1.210 -3.821 -0.095 0.309 -1.574 -1.23
C 0.892 -1.335 1.193 -0.874 3.607 0.068 0.62
N -0.258 -0.485 -1.533 0.101 -0.547 -1.040 -1.48
N -0.360 0.494 -0.659 -0.317 0.706 1.208 1.05
N -0.791 2.458 0.183 0.271 -0.081 0.325 -0.07
N 0.609 -2.265 0.311 -0.320 -0.937 -0.330 -0.30
N 1.584 -1.184 2.246 1.637 -2.158 0.180 -0.65
N 1.241 -0.203 4.655 0.778 -0.333 1.360 -0.66
H -0.016 2.009 2.204 0.023 0.554 0.317 0.39
H -1.868 2.965 -2.241 -0.326 0.408 -0.676 0.42
H -1.613 1.118 -4.041 -1.102 0.470 -2.977 0.59
H 0.160 -1.994 -3.544 -0.570 -0.578 0.232 0.36
H -0.008 -0.775 -4.734 -0.896 -0.118 1.075 0.37
H -1.589 -1.515 -4.172 1.749 0.050 0.626 0.31
H -1.026 3.433 -0.015 0.291 -0.101 1.428 0.28
H -0.186 -2.004 -0.282 0.873 -0.674 -0.180 0.29
H 1.061 -3.217 0.197 -0.680 1.757 0.595 0.28
H 2.182 -2.070 2.504 -1.542 1.865 -0.763 0.25
H 1.625 -0.322 3.549 -0.630 -0.041 1.384 0.47
H 0.728 -1.142 4.814 0.925 2.025 0.051 0.40
H 1.967 -0.019 5.483 -1.723 -0.777 -2.452 0.40
H 0.567 0.590 4.731 0.428 -0.947 -0.123 0.35


# 6
35
Properties=species:S:1:pos:R:3:forces:R:3:mulliken_charge:R:1 method="wB97M-V/def2-TZVPD" e_homo_ev=-4.3 lumo_energy_ev=2.096 relative_energy_kcal_mol=0.0 charge=-1
Ni -0.207 0.436 -0.298 0.281 0.620 -0.412 -0.02
N 2.472 0.726 -0.153 0.313 -0.247 -0.089 -0.43
N 2.733 0.756 1.215 0.117 0.352 -0.291 -0.24
C 1.684 0.653 2.065 -0.653 -0.050 0.071 0.59
N 1.949 0.965 3.346 -0.180 -0.317 0.425 -0.46
N 0.507 0.331 1.572 -0.108 -0.192 -0.337 0.09
N -0.596 0.136 2.397 0.569 0.048 0.584 0.92
O -0.491 -0.032 3.613 0.444 0.075 0.132 -0.81
O -1.629 0.114 1.810 -0.945 -0.048 -0.191 -0.50
H 3.198 0.222 -0.635 0.018 -0.067 -0.039 0.27
H 2.298 1.642 -0.545 -0.191 0.129 -0.021 0.23
H 3.411 1.433 1.538 0.163 0.001 -0.016 0.21
H 2.901 0.855 3.655 -0.012 0.049 -0.060 0.23
H 1.224 0.641 3.980 0.038 0.115 0.065 0.27
S -1.190 0.873 -2.220 -0.006 -0.264 0.348 -0.49
C -1.422 2.434 -1.507 0.058 0.137 -0.294 0.75
S -0.235 2.857 -0.320 -0.070 -0.356 0.179 -0.56
C -2.482 3.262 -1.844 -0.062 0.063 0.011 0.16
C -2.638 4.551 -1.247 0.068 -0.070 -0.073 0.04
N -2.770 5.603 -0.790 -0.023 -0.091 -0.029 -0.57
C -3.464 2.876 -2.808 0.068 0.048 0.086 0.05
N -4.273 2.598 -3.583 0.065 0.013 0.045 -0.57
C -1.584 -2.597 -1.574 -0.062 -0.016 0.000 -1.16
Si -0.184 -1.777 -0.612 0.191 0.069 -0.083 0.60
C 1.398 -2.285 -1.547 -0.025 -0.128 0.007 -1.20
C -0.060 -2.785 1.006 -0.037 0.056 0.027 -1.17
H -1.432 -3.684 -1.593 -0.044 0.069 -0.038 0.33
H -1.617 -2.230 -2.603 -0.038 -0.016 0.051 0.32
H -2.555 -2.389 -1.116 0.040 -0.011 -0.051 0.30
H 1.381 -3.363 -1.759 0.058 0.104 -0.007 0.35
H 2.289 -2.076 -0.944 -0.050 -0.011 -0.068 0.26
H 1.486 -1.748 -2.496 0.015 -0.022 0.055 0.28
H -0.064 -3.857 0.778 0.011 0.050 0.048 0.38
H -0.903 -2.580 1.674 0.065 -0.063 -0.019 0.30
H 0.868 -2.558 1.545 -0.076 -0.028 -0.017 0.24


# 7
24
Properties=species:S:1:pos:R:3:forces:R:3:mulliken_charge:R:1 method="wB97M-V/def2-TZVPD" e_homo_ev="-12.0 / -12.0" lumo_energy_ev="-4.223 / -4.222" relative_energy_kcal_mol=76.3 charge=+1
C -0.968 -1.601 -0.661 0.246 -0.298 -0.220 -0.73
C -2.329 -1.322 -0.224 -0.605 1.056 0.839 -0.40
C 1.651 -0.380 0.607 -0.018 0.040 -0.156 -0.66
C 1.411 -1.669 -0.242 0.068 -0.061 0.001 -0.65
C 0.442 0.501 0.972 0.384 -0.392 0.616 -0.66
C 0.028 -2.151 0.046 -0.475 0.880 -0.361 -0.04
C -1.718 1.427 0.038 -0.715 -1.499 0.415 -0.49
C 0.400 2.322 -0.693 0.353 0.623 -0.403 -0.93
N -0.295 1.124 -0.188 -0.145 -0.498 -0.274 0.31
S -2.852 0.176 0.269 1.208 -0.411 -0.788 0.09
H -0.723 -1.182 -1.639 0.142 0.021 -0.051 0.56
H -3.082 -2.084 -0.111 -0.262 -0.053 0.013 0.41
H 2.066 -0.683 1.569 0.020 0.116 0.022 0.39
H 2.415 0.218 0.109 0.100 0.015 0.096 0.28
H 1.515 -1.437 -1.303 -0.018 -0.050 -0.024 0.33
H 2.175 -2.398 0.019 0.083 0.025 -0.075 0.38
H -0.281 -0.088 1.537 -0.013 0.188 -0.138 0.35
H 0.787 1.313 1.614 -0.143 0.036 -0.092 0.49
H -0.154 -2.645 0.988 -0.153 -0.055 0.207 0.44
H -1.913 2.274 0.671 -0.030 0.263 -0.011 0.36
H 0.388 3.100 0.068 -0.058 -0.118 0.071 0.40
H 1.431 2.083 -0.944 -0.014 -0.090 0.075 0.34
H -0.109 2.697 -1.579 -0.051 -0.130 0.055 0.40
H -0.284 0.405 -0.924 0.096 0.392 0.181 0.04


# 8
23
Properties=species:S:1:pos:R:3:forces:R:3:mulliken_charge:R:1 method="wB97M-V/def2-TZVPD" e_homo_ev=-6.8 lumo_energy_ev=0.815 relative_energy_kcal_mol=112.5
C -1.314 2.409 -1.018 0.099 -0.241 0.077 -0.76
C -0.598 -1.002 0.023 0.008 0.261 -0.273 -0.21
C -1.518 0.039 0.403 0.371 0.270 -0.313 -0.65
O -0.679 1.269 -0.391 -0.281 -0.213 0.125 -0.09
H -1.001 -1.774 -0.625 0.003 0.003 0.008 0.43
H -1.723 3.042 -0.232 0.022 -0.032 -0.037 0.27
H -0.549 2.948 -1.572 -0.024 -0.027 0.018 0.30
H -2.109 2.076 -1.691 0.044 0.007 0.035 0.34
H -1.536 0.426 1.415 0.033 0.015 0.001 0.25
H -2.496 0.039 -0.070 0.033 0.016 -0.011 0.31
C 0.907 -0.520 2.022 -0.047 -0.026 -0.014 -1.35
C 0.474 -1.453 0.917 0.232 -0.161 0.043 0.95
C 0.157 0.266 -1.322 -0.074 -0.031 0.269 -0.12
C 1.118 -2.607 0.700 -0.116 0.234 0.023 -1.07
C 1.461 0.576 -1.470 -0.169 -0.090 0.057 -0.92
H -0.449 0.022 -2.187 0.008 -0.024 0.034 0.34
H 0.128 -0.413 2.783 0.016 -0.013 -0.040 0.31
H 1.114 0.480 1.632 -0.005 -0.023 -0.010 0.27
H 1.804 -0.889 2.518 -0.036 -0.014 -0.042 0.38
H 0.821 -3.279 -0.097 -0.030 0.037 0.004 0.27
H 1.959 -2.912 1.309 -0.020 0.043 0.015 0.27
H 1.951 0.394 -2.417 -0.057 0.012 0.010 0.26
H 2.078 0.864 -0.630 -0.010 -0.001 0.021 0.23